No. 1
92
Properties=species:S:1:pos:R:3:forces:R:3:lowdin_charge:R:1 method="wB97M-V/def2-TZVPD" fmax_ha_per_bohr=0.030 charge=-1 relative_energy_kcal_mol=0.0 molar_mass_g_mol=845.50 spin_multiplicity=1 lumo_energy_ev=2.11 energy_ha=-3658.093608
P 0.80204 1.74585 -0.38904 -0.9 -1.1 0.6 0.188
F 1.27732 3.22307 -0.01326 0.2 0.1 0.3 -0.131
F 0.93714 1.28491 1.18563 0.5 0.4 -0.1 -0.179
F -0.74919 2.10667 -0.11145 0.1 0.5 -0.1 -0.137
F 0.28812 0.19568 -0.65657 0.4 0.1 -0.7 -0.184
F 0.68332 2.15414 -1.92611 -0.4 -0.2 -0.2 -0.129
F 2.32681 1.27266 -0.68485 0.2 -0.1 0.3 -0.160
C 0.40397 3.43536 3.61558 1.0 0.0 0.1 -0.100
C 0.89089 3.59612 5.07116 -0.7 -0.4 -0.1 -0.075
O -0.26537 3.17542 5.81169 0.1 0.0 0.1 0.061
C -1.09375 2.46668 5.02106 0.1 0.3 0.3 -0.590
O -2.00859 1.83223 5.43183 -0.3 -0.2 -0.2 0.163
O -0.74088 2.59368 3.72691 -0.2 0.2 -0.1 0.057
H 1.08627 2.93106 2.93882 0.1 0.0 0.1 0.089
H 0.22470 4.42597 3.19474 -0.7 -0.2 -0.1 0.132
H 1.06802 4.63395 5.33266 0.3 0.0 0.0 0.128
H 1.69736 2.93229 5.37766 0.3 0.2 -0.2 0.115
C 2.11489 -2.70572 0.13243 0.0 0.1 0.3 -0.093
C 2.77638 -1.43893 0.69743 -0.5 -0.8 -0.4 -0.124
O 3.67430 -1.97562 1.67031 0.3 0.2 0.1 0.050
C 3.36804 -3.25816 1.95053 -0.4 0.2 -0.3 -0.589
O 3.89032 -3.91287 2.78931 0.1 -0.2 0.2 0.159
O 2.36344 -3.68538 1.14844 0.2 0.0 0.0 0.052
H 2.57778 -3.04183 -0.79560 -0.1 0.0 0.0 0.133
H 1.03844 -2.61590 0.02407 0.0 0.1 -0.1 0.104
H 2.04296 -0.79824 1.17802 0.1 0.2 0.0 0.087
H 3.32454 -0.93248 -0.08851 0.1 0.3 0.2 0.121
C -2.03454 0.73185 -8.79337 -0.1 0.4 -0.3 -0.074
C -1.43154 0.62210 -7.41656 -0.4 0.0 -0.2 -0.218
O -1.22473 -0.78205 -7.18416 0.2 -0.1 -0.2 0.035
C -0.67772 -1.19582 -6.04044 0.4 0.2 0.2 -0.600
O -0.29030 -2.31955 -5.88475 -0.2 -0.1 0.0 0.130
O -0.59664 -0.20405 -5.14635 -0.5 0.4 -0.1 -0.015
C -0.01136 -0.48722 -3.87680 1.0 -1.0 -0.2 -0.026
H -2.94996 0.14762 -8.86816 0.1 -0.2 -0.1 0.080
H -1.32321 0.43816 -9.56506 -0.1 -0.3 0.0 0.078
H -2.30218 1.76683 -9.02612 0.0 0.0 0.2 0.078
H -2.11967 1.00079 -6.66424 0.1 0.2 0.1 0.125
H -0.48579 1.16156 -7.38567 0.0 -0.1 0.3 0.128
H 0.05752 -1.56768 -3.75121 -0.3 0.0 0.1 0.073
H -0.55777 -0.03216 -3.06152 -0.1 0.3 -0.2 0.084
H 1.03054 -0.16464 -3.90881 -0.1 0.4 0.2 0.103
C 0.50893 -1.98801 3.87095 -0.2 0.4 0.6 -0.030
C 0.33779 -0.71852 4.70085 0.1 -1.1 0.3 -0.171
O 1.47027 0.09032 4.33791 -0.1 0.7 -0.4 0.001
C 2.38859 0.44782 5.23765 -0.3 -0.4 0.2 -0.618
O 2.27944 0.35658 6.42745 0.0 0.0 0.1 0.138
O 3.49900 0.92063 4.67162 0.2 0.2 0.3 0.013
C 3.55131 1.20624 3.27796 -0.4 0.7 0.0 -0.022
H 0.73171 -1.65839 2.85741 -0.2 -0.3 -0.2 0.067
H -0.39361 -2.59604 3.91965 0.0 0.0 -0.2 0.088
H 1.33677 -2.57282 4.27164 0.1 0.0 -0.2 0.087
H 0.35019 -0.93798 5.76815 0.2 0.1 0.0 0.128
H -0.61632 -0.23562 4.49866 0.3 0.5 -0.3 0.109
H 4.58126 1.46720 3.05612 0.1 -0.5 0.0 0.101
H 2.98082 2.11724 3.07707 -0.1 -0.2 0.0 0.078
H 3.13878 0.39813 2.69051 0.3 -0.1 -0.2 0.070
C -7.10290 -3.05228 -1.59495 0.6 0.0 -0.1 -0.065
C -5.84287 -3.86098 -1.34454 -0.7 -0.3 0.5 -0.225
O -4.73020 -2.97439 -1.37449 0.0 0.2 -0.1 0.041
C -3.52771 -3.50526 -1.57954 0.0 -0.1 0.2 -0.607
O -3.28946 -4.63333 -1.91915 0.0 -0.1 -0.1 0.130
O -2.62799 -2.56502 -1.31786 0.3 0.9 -0.2 0.015
C -1.28187 -2.91071 -1.62000 0.5 -1.2 0.4 -0.043
H -7.96882 -3.68459 -1.41316 -0.1 0.0 -0.2 0.075
H -7.07070 -2.68520 -2.62122 -0.3 0.0 0.0 0.078
H -7.14799 -2.20123 -0.91761 0.0 0.0 0.0 0.079
H -5.74262 -4.67164 -2.06435 0.2 0.1 -0.1 0.121
H -5.90364 -4.30236 -0.34369 0.2 0.0 -0.1 0.130
H -0.93454 -3.63111 -0.86938 -0.1 -0.1 -0.2 0.100
H -0.59627 -2.07278 -1.55658 -0.6 0.5 0.0 0.059
H -1.22439 -3.38298 -2.59961 0.1 0.1 0.0 0.102
C -2.32275 0.08983 1.25783 1.0 0.7 -0.3 -0.073
C -3.22439 1.31365 1.38881 -0.2 -0.8 0.2 -0.282
O -4.11087 0.92705 2.41545 -0.1 0.4 0.0 0.130
C -4.08514 -0.41932 2.57782 0.3 -0.1 -0.1 -0.555
O -4.88265 -1.04594 3.19265 -0.1 0.0 0.1 0.165
O -3.00824 -0.93951 1.95668 -0.3 -0.1 -0.3 0.080
F -3.98411 1.49509 0.25791 0.1 0.0 -0.1 0.052
H -1.33253 0.24728 1.69229 -0.2 0.1 0.4 0.116
H -2.09447 -0.13526 0.21663 -0.6 -0.3 0.0 0.121
H -2.73459 2.25108 1.62109 0.0 0.0 0.1 0.154
C 4.62485 2.71673 -0.36987 0.3 -0.2 0.2 -0.064
C 4.55816 2.98814 -1.86281 -0.4 -0.5 0.6 -0.316
O 5.89549 3.16527 -2.20698 0.2 0.4 -0.2 0.128
C 6.54545 3.67190 -1.11130 0.0 -0.1 0.4 -0.548
O 7.58101 4.24721 -1.13769 0.1 -0.1 -0.1 0.173
O 5.84098 3.39570 0.00348 -0.2 0.2 -0.2 0.076
F 3.88105 4.15558 -2.08692 0.0 0.1 -0.1 0.070
H 4.74721 1.66369 -0.11756 0.0 0.0 -0.3 0.131
H 3.76718 3.09638 0.17311 0.1 0.3 0.0 0.119
H 4.10347 2.19618 -2.44775 0.0 0.0 -0.1 0.164

=====

No. 2
73
Properties=species:S:1:pos:R:3:forces:R:3:lowdin_charge:R:1 method="wB97M-V/def2-TZVPD" fmax_ha_per_bohr=0.055 charge=+1 molar_mass_g_mol=501.57 spin_multiplicity=1 lumo_energy_ev=-4.59 energy_ha=-1748.117210
C -3.41824 -2.41383 5.30475 0.0 -0.3 0.1 -0.046
C -3.72038 -2.32031 3.78791 0.0 -1.0 0.7 -0.118
N -2.80075 -1.42714 3.03879 -0.9 0.2 0.1 0.034
C -1.49648 -1.57809 3.25884 0.7 -0.5 0.5 0.027
C -0.52082 -0.86360 2.61739 0.7 0.3 -0.4 -0.083
C 0.92867 -1.19677 2.95879 -0.7 0.2 0.9 -0.078
C 1.82636 0.00523 3.37867 0.9 -1.2 -0.2 -0.208
O 2.81377 0.23638 2.37695 -0.5 0.6 -0.1 -0.064
C -0.95493 0.08364 1.67696 -0.2 -0.5 -0.4 0.035
C 0.02175 0.93121 0.89142 1.3 1.5 -0.1 -0.393
O 0.67330 1.78286 1.43312 -0.9 -0.6 0.0 0.196
O 0.12890 0.78215 -0.47578 -0.9 -1.1 0.7 0.000
C 1.18644 -0.10594 -0.83395 2.2 0.5 0.0 -0.103
C 2.52369 0.69213 -0.88158 1.7 0.5 -0.8 -0.271
C 2.85131 1.32491 -2.33617 -1.8 -1.0 0.3 0.015
O 3.50840 0.07934 -1.61521 -2.5 -0.9 1.1 -0.085
C -2.32479 0.24244 1.44006 0.7 0.5 -0.6 -0.062
C -2.77456 1.24008 0.38805 -0.7 0.2 0.0 -0.092
C -3.33628 2.56731 0.95604 0.3 0.4 0.2 -0.152
C -2.46519 3.22061 2.06060 -0.5 0.3 -0.2 -0.132
C -3.31632 4.17141 2.94965 -0.4 0.4 -1.0 -0.161
O -3.15738 3.89462 4.34621 0.3 -0.7 -0.1 -0.027
C -3.87475 2.82191 4.75458 -0.7 -0.2 0.5 -0.341
O -5.05196 2.65564 4.58083 0.5 0.1 -0.5 0.087
C -3.24069 -0.53086 2.14340 -0.5 0.8 -0.2 -0.097
C -4.71004 -0.35542 1.83359 -0.3 0.0 -0.9 0.015
C -5.00861 -1.26838 0.63068 0.0 -1.2 0.2 -0.420
O -4.66379 -2.40651 0.55098 -0.2 0.9 0.1 0.185
F -5.69527 -0.69123 -0.36802 0.2 0.1 0.6 0.134
H -3.15104 -3.44808 5.54698 0.1 0.3 0.0 0.088
H -2.60291 -1.76881 5.64738 -0.2 0.0 -0.2 0.080
H -4.29846 -2.18227 5.91296 0.1 0.1 -0.3 0.087
H -4.76874 -2.07001 3.65387 0.3 0.3 -0.3 0.114
H -3.59008 -3.31379 3.34155 -0.1 0.3 0.0 0.144
H -1.18689 -2.32725 3.98204 -0.4 0.1 -0.1 0.153
H 1.37134 -1.80609 2.15892 0.0 0.4 0.0 0.130
H 0.88363 -1.87100 3.82778 0.0 0.1 -0.3 0.118
H 2.37152 -0.27681 4.29259 -0.4 0.1 0.0 0.124
H 1.25678 0.91291 3.58282 0.2 -0.1 -0.3 0.121
H 3.15980 -0.61443 2.09029 0.2 0.0 0.2 0.092
H 1.06662 -0.52987 -1.83294 -0.5 0.1 0.2 0.141
H 1.34946 -0.92987 -0.12393 -0.4 0.2 0.0 0.132
H 2.78660 1.29545 -0.00952 0.0 -0.1 -0.2 0.133
H 1.74709 1.14747 -2.58610 0.6 -0.9 -0.4 0.068
H 3.16733 0.86335 -3.29207 1.2 1.9 -0.3 0.114
H -1.97935 1.49805 -0.31889 0.0 -0.3 0.4 0.123
H -3.55134 0.76063 -0.22610 0.2 0.2 0.0 0.124
H -3.38612 3.26969 0.11305 -0.1 -0.2 0.2 0.131
H -4.36379 2.49686 1.33661 0.2 -0.3 -0.1 0.099
H -1.68975 3.81476 1.56200 0.1 -0.3 0.3 0.123
H -1.98750 2.48509 2.71994 0.0 0.1 -0.2 0.109
H -4.38405 4.09900 2.69882 0.2 -0.1 0.1 0.117
H -3.04292 5.20774 2.73172 0.1 -0.2 0.6 0.134
H -3.30742 2.05522 5.31795 0.3 0.6 0.0 0.144
H -4.95525 0.65615 1.50437 0.4 -0.1 0.4 0.111
H -5.38212 -0.56986 2.66682 0.1 -0.1 -0.2 0.137
C 5.49765 -2.32020 -7.37635 0.0 -0.2 -0.1 -0.070
C 5.47967 -2.11969 -5.86426 0.1 0.3 -0.3 -0.432
C 4.24999 -1.34755 -5.35945 0.0 -0.2 0.3 -0.212
O 4.29605 0.05157 -5.58775 -0.3 -0.1 0.0 -0.204
C 3.91178 0.45398 -6.89215 0.1 0.3 0.1 -0.099
N 6.73181 -1.47595 -5.45669 -0.2 0.0 0.2 0.042
H 5.78380 -1.41509 -7.91189 0.0 0.0 0.1 0.066
H 6.22123 -3.08993 -7.64457 0.0 0.0 0.0 0.078
H 4.51982 -2.64027 -7.74330 0.0 0.0 0.0 0.078
H 5.44470 -3.11321 -5.40674 0.0 0.0 0.1 0.135
H 4.20469 -1.46307 -4.27171 0.0 0.1 0.0 0.113
H 3.31897 -1.77140 -5.75937 0.0 0.0 -0.1 0.119
H 3.12163 -0.18264 -7.29965 0.1 -0.1 0.0 0.091
H 4.77255 0.46126 -7.56302 -0.1 -0.1 -0.1 0.077
H 3.53689 1.47566 -6.82761 0.0 0.0 0.1 0.088
H 6.76470 -1.43090 -4.44162 0.1 -0.1 0.0 0.072
H 6.68026 -0.50059 -5.74034 0.1 0.0 -0.1 0.071

=====

No. 3
69
Properties=species:S:1:pos:R:3:forces:R:3:lowdin_spin:R:1 method="wB97M-V/def2-TZVPD" fmax_ha_per_bohr=0.106 charge=+1 molar_mass_g_mol=609.47 spin_multiplicity=5 lumo_energy_ev="-2.74 / -2.73" energy_ha=-2786.722386
C -1.85786 3.62014 -3.16954 -0.6 -1.5 0.6 0.000
C -1.63130 2.26898 -2.92207 -0.8 0.9 0.2 0.000
C -0.34914 1.73724 -3.20282 1.5 -1.5 -0.1 -0.001
C 0.72690 2.58350 -3.67438 -0.6 -0.3 0.2 0.000
C 0.43091 3.95619 -3.91179 -0.7 0.6 0.1 0.000
C -0.84846 4.44955 -3.66803 1.7 0.3 -0.6 0.000
C 1.99104 2.00748 -3.84736 -0.1 0.0 0.0 0.000
C 2.21564 0.65799 -3.55357 -0.4 -0.5 0.2 0.000
C 1.09231 -0.13748 -3.10548 -1.0 1.9 -0.3 -0.001
C 1.25196 -1.49828 -2.74780 0.6 -0.9 0.4 0.000
C 2.51707 -2.07053 -2.85435 -1.6 -0.1 0.4 0.000
C 3.61416 -1.32861 -3.30552 0.8 1.5 -0.6 0.000
C 3.48227 0.01407 -3.65127 0.3 -0.8 0.2 0.000
H -2.84832 4.03500 -2.95549 0.4 -0.1 -0.1 0.000
H 1.22809 4.61455 -4.27947 -0.4 -0.2 0.2 0.000
H -1.05885 5.50593 -3.85711 0.1 -0.4 0.1 0.000
H 2.81820 2.62483 -4.21085 -0.2 -0.2 0.1 0.000
H 2.64516 -3.11951 -2.57391 0.0 0.3 -0.1 0.000
H 4.59511 -1.80571 -3.38251 -0.4 0.2 0.0 0.000
H 4.34779 0.59571 -3.99285 -0.3 -0.3 0.2 0.000
N -0.14173 0.41469 -2.96434 0.4 0.3 -0.3 -0.001
Ho -0.38122 0.29067 0.65930 2.0 0.5 0.5 4.035
C -2.67882 1.36036 -2.28689 0.3 0.0 -0.6 -0.001
H -2.57635 0.34426 -2.70513 -0.2 0.4 0.1 0.000
H -3.68036 1.74235 -2.44769 -0.3 0.1 -0.4 0.000
C 0.04105 -2.24712 -2.19967 0.3 0.2 -0.6 -0.002
H -0.85528 -1.92042 -2.75080 0.3 -0.2 0.2 0.000
H 0.17111 -3.32097 -2.28483 0.0 -0.3 -0.3 0.000
P -2.53299 1.22330 -0.47544 -0.2 0.6 -0.5 -0.003
P -0.30154 -1.94605 -0.43513 0.3 -2.5 -2.2 -0.004
C 1.01917 -2.89128 0.38084 0.3 -0.3 0.5 0.000
H 0.87801 -2.89688 1.47724 0.0 -0.1 -0.6 0.000
H 1.01484 -3.91016 0.00934 0.1 -0.3 -0.1 0.000
H 2.00281 -2.42822 0.18485 -0.5 -0.3 -0.1 0.000
C -1.77372 -2.93951 -0.15913 -0.5 -0.9 0.0 0.002
H -1.56617 -3.97384 -0.46716 -0.3 0.1 0.1 0.000
H -2.07473 -2.93561 0.89887 0.1 0.0 -0.3 0.000
H -2.61287 -2.55153 -0.75365 0.3 -0.1 0.1 0.000
C -2.83013 2.90600 0.10885 -0.5 0.4 0.1 0.001
H -3.76793 3.26522 -0.33287 0.1 0.2 0.1 0.000
H -2.90492 2.91708 1.20707 0.1 0.0 -0.4 0.000
H -2.00242 3.56757 -0.17620 -0.2 -0.3 0.1 0.000
C -3.99881 0.30604 -0.00028 -1.1 -0.1 0.0 0.000
H -4.06442 0.19168 1.09306 0.0 0.1 -0.3 0.000
H -4.87981 0.85515 -0.35454 -0.1 -0.3 0.2 0.000
H -3.99357 -0.69848 -0.44664 0.0 0.3 0.1 0.000
H 0.45387 1.06650 -0.68081 1.4 1.0 -1.6 -0.008
H -0.48660 1.87883 1.32023 -0.8 3.4 1.8 -0.008
C 3.44000 -1.42477 3.40909 -0.7 0.6 -0.4 0.000
N 2.09485 -1.05241 3.99918 2.6 -1.4 2.7 0.000
C 1.99692 -1.39355 5.44867 -0.6 0.7 0.2 0.000
C 1.08908 -0.62136 3.28932 -0.4 0.4 -5.4 0.000
N 1.22720 -0.48838 1.89301 0.7 -0.6 4.2 -0.007
N -0.17437 -0.31303 3.74952 -1.5 -0.1 1.3 0.000
C -0.46622 0.31120 5.06386 0.8 0.0 -0.1 0.000
C -1.44917 -0.72978 3.06855 1.2 1.0 -0.8 -0.001
H 4.16048 -1.80162 4.15532 -0.8 0.3 -0.1 0.000
H 3.88449 -0.53499 2.94887 -0.1 -0.2 -0.1 0.000
H 3.30341 -2.21930 2.66282 0.0 0.3 0.1 0.000
H 1.95326 -0.46837 6.05254 -0.2 -0.6 -0.2 0.000
H 1.11104 -2.01627 5.60657 0.1 0.3 0.1 0.000
H 2.85947 -1.93664 5.84339 -0.1 0.0 -0.7 0.000
H 2.11927 -0.74281 1.46456 -0.2 -0.1 0.8 0.000
H -1.16445 1.14585 4.95539 0.0 -0.2 -0.3 0.000
H -0.89838 -0.42520 5.75700 0.2 0.3 0.0 0.000
H 0.45437 0.75770 5.46639 -0.4 -0.3 0.0 0.000
H -1.62518 -0.10524 2.13630 -0.9 -1.0 2.1 0.000
H -1.40742 -1.78337 2.81358 0.0 -0.1 -0.2 0.000
H -2.34778 -0.53830 3.66381 0.6 0.0 0.3 0.000